Here is C43H56BrF3N9O7RbS as an isolated structure in a non-equilibrium geometry from the Open Molecules 2025 dataset. Energies are from wB97M-V/def2-TZVPD.

Element x y z (Å)
Rb: -2.739 -0.095 -0.031
C: 5.424 -2.264 -1.870
C: 5.020 -1.176 -2.862
C: 6.008 -0.009 -2.718
C: 5.138 -1.756 -4.278
C: 3.600 -0.682 -2.617
C: 2.774 -1.172 -1.647
C: 1.435 -0.731 -1.493
N: 0.575 -1.253 -0.571
C: 0.881 -1.779 0.576
C: 2.123 -1.605 1.318
C: 2.229 -1.990 2.600
C: 1.076 -2.600 3.242
C: -0.130 -2.806 2.685
C: -0.276 -2.456 1.244
O: -1.277 -2.727 0.599
C: -1.265 -3.379 3.543
C: -2.602 -3.595 2.826
C: -0.815 -4.734 4.110
C: -1.536 -2.401 4.698
C: 3.453 -1.731 3.469
C: 3.068 -0.844 4.660
C: 4.562 -1.026 2.693
C: 4.004 -3.065 3.993
C: 0.834 0.186 -2.449
O: -0.371 0.483 -2.410
C: 1.762 0.755 -3.445
C: 3.051 0.314 -3.469
C: 1.342 1.795 -4.498
C: 1.576 1.212 -5.901
C: -0.118 2.250 -4.439
C: 2.211 3.054 -4.341
H: 6.451 -2.580 -2.070
H: 4.781 -3.141 -1.949
H: 5.376 -1.913 -0.837
H: 7.035 -0.344 -2.895
H: 5.952 0.417 -1.716
H: 5.791 0.789 -3.429
H: 6.158 -2.097 -4.477
H: 4.878 -1.016 -5.035
H: 4.460 -2.603 -4.400
H: 3.105 -1.987 -1.022
H: 2.923 -1.056 0.852
H: 1.195 -2.866 4.288
H: -2.523 -4.291 1.995
H: -3.033 -2.658 2.481
H: -3.293 -4.007 3.569
H: -0.611 -5.448 3.308
H: -1.610 -5.150 4.734
H: 0.084 -4.652 4.722
H: -1.880 -1.445 4.306
H: -0.643 -2.237 5.307
H: -2.326 -2.797 5.341
H: 2.663 0.109 4.321
H: 3.946 -0.650 5.282
H: 2.313 -1.311 5.293
H: 4.247 -0.043 2.341
H: 4.885 -1.603 1.823
H: 5.427 -0.884 3.345
H: 3.261 -3.608 4.578
H: 4.870 -2.892 4.639
H: 4.313 -3.706 3.166
H: 3.709 0.729 -4.228
H: 0.982 0.308 -6.042
H: 2.623 0.959 -6.072
H: 1.272 1.936 -6.663
H: -0.810 1.437 -4.647
H: -0.251 3.018 -5.210
H: -0.406 2.659 -3.474
H: 3.277 2.837 -4.424
H: 2.041 3.521 -3.371
H: 1.952 3.784 -5.113
Br: 0.757 1.470 2.113
C: -0.723 1.826 3.275
C: -0.616 2.893 4.153
C: -1.713 3.121 4.967
C: -2.809 2.281 4.880
C: -2.799 1.237 3.961
N: -1.755 1.038 3.142
C: -3.977 0.234 3.910
O: -4.819 0.394 4.816
O: -3.933 -0.615 3.006
H: 0.271 3.508 4.179
H: -1.703 3.945 5.672
H: -3.689 2.380 5.498
N: -3.572 -2.010 -2.120
C: -3.026 -2.024 -3.461
C: -3.370 -0.748 -4.221
N: -3.078 0.433 -3.445
H: -3.550 -2.903 -1.651
H: -4.499 -1.603 -2.065
H: -3.379 -2.874 -4.075
H: -1.937 -2.115 -3.386
H: -4.444 -0.756 -4.448
H: -2.837 -0.807 -5.190
H: -3.244 1.295 -3.947
H: -2.109 0.461 -3.131
N: -4.656 4.038 -0.488
C: -4.357 3.468 -1.658
N: -3.063 3.529 -1.892
C: -2.604 4.137 -0.768
N: -3.522 4.455 0.119
C: -1.166 4.344 -0.499
C: -0.701 5.467 0.181
N: 0.586 5.644 0.453
C: 1.402 4.680 0.033
C: 0.940 3.561 -0.645
N: -0.345 3.387 -0.915
H: -5.504 3.884 0.044
H: -5.101 2.984 -2.268
H: -1.405 6.221 0.511
H: 2.459 4.787 0.247
H: 1.626 2.785 -0.968
F: -7.003 0.315 2.284
C: -6.870 -0.191 1.063
F: -6.200 -1.348 1.127
F: -8.111 -0.480 0.605
S: -6.000 0.980 -0.052
O: -6.880 2.135 -0.133
O: -4.747 1.234 0.636
O: -5.828 0.230 -1.283

- Total charge: -2
- HOMO-LUMO gap: 5.721 eV
- HOMO: -2.12 eV